{"formula": "C44H108F6N6O16", "method": "ωB97M-V with the def2-TZVPD basis set", "symbols": ["C", "H", "H", "C", "O", "C", "H", "H", "H", "C", "C", "C", "H", "H", "C", "H", "H", "C", "C", "H", "H", "H", "C", "H", "O", "C", "O", "H", "H", "H", "H", "H", "H", "C", "H", "H", "H", "H", "C", "H", "H", "C", "H", "C", "C", "C", "H", "F", "N", "C", "H", "H", "O", "H", "F", "H", "N", "H", "O", "O", "N", "O", "H", "H", "C", "H", "O", "H", "C", "H", "H", "H", "H", "C", "H", "H", "C", "H", "H", "C", "H", "H", "O", "H", "H", "C", "H", "H", "H", "C", "H", "O", "H", "H", "F", "C", "H", "H", "H", "H", "H", "H", "O", "H", "H", "H", "H", "H", "N", "H", "O", "C", "H", "H", "H", "H", "C", "H", "C", "H", "H", "H", "H", "H", "H", "C", "H", "N", "C", "F", "C", "C", "H", "C", "H", "H", "C", "H", "H", "H", "F", "H", "O", "H", "C", "F", "H", "H", "C", "H", "C", "H", "H", "C", "H", "H", "C", "N", "C", "O", "H", "O", "H", "H", "H", "H", "H", "C", "H", "H", "H", "C", "H", "H", "H", "O", "H", "H", "H", "C"], "positions_angstrom": [[8.78834, 0.47627, 10.05288], [-0.91166, 7.17760, 2.55359], [11.54442, 1.60055, 2.12323], [-6.56208, -0.60482, -7.91113], [-1.40337, 5.67835, -2.09970], [-7.47307, 1.53492, -10.43655], [10.09922, 3.16741, 5.69407], [-2.99080, -9.33047, 2.30276], [9.03316, 0.82938, 2.16175], [10.62357, 1.12575, 4.03379], [1.53938, 6.12323, -2.52336], [2.73001, 5.33383, -3.23776], [-1.11056, 0.52722, 1.96409], [1.43746, -6.93173, -3.34581], [-0.39342, -1.93871, -1.22240], [-1.53111, 5.89364, -4.17971], [1.63795, -8.73074, -3.37076], [-1.93382, -5.46772, 3.47668], [5.72127, 0.12006, 6.78129], [-7.11067, -4.58510, 4.49031], [-3.49601, -10.14486, -5.40633], [-3.56788, 8.83873, 2.66586], [-8.19514, -2.73790, -6.49648], [-9.25845, -2.67282, -8.43815], [-5.14622, -5.01549, 4.13440], [-1.98452, 10.66152, 4.16490], [-0.60122, -1.32737, 0.10995], [-7.63902, -3.28371, -8.52337], [10.38921, 0.17230, 4.50721], [-6.86310, 1.50112, -8.04324], [-4.69287, -8.88014, 2.62096], [-5.79902, 11.35228, 5.36063], [0.66129, -2.20857, -1.16891], [6.77946, -0.82748, 7.10997], [10.27696, 1.36619, -0.00303], [1.82194, 6.77171, -1.69407], [3.48123, 6.02449, -3.62086], [3.13113, 4.47352, -2.70198], [6.50147, -0.05087, -0.77055], [-1.54931, -7.68932, 3.53307], [-6.81375, -6.23399, 4.67443], [-1.85723, 7.49096, 2.99608], [-2.74283, -4.44207, 1.81936], [10.09527, 0.33801, 0.30990], [9.54697, 3.19636, 4.75477], [-2.82515, -10.41862, -4.59202], [-6.35415, 9.95306, 4.51250], [0.25152, -0.14910, -2.71411], [-7.94173, -1.13531, -8.38801], [2.10644, -9.39461, 0.42674], [6.04549, 1.07066, 6.35779], [-3.09406, -7.79377, -4.99559], [-6.81052, -2.70912, -6.11318], [-0.98997, -4.98362, 3.22587], [-0.73005, -1.76507, -3.60192], [-0.03499, 0.62498, -0.35664], [-1.73111, 9.98833, 2.81880], [-7.43210, 2.62394, -10.45813], [-1.19875, -3.10207, -1.14397], [9.48303, 2.01088, 4.01804], [9.83734, 0.31917, 1.82550], [-6.32327, 0.83706, -9.91291], [-2.35339, 4.01976, -2.96350], [2.90880, -7.95151, -1.42264], [3.15740, 3.87118, -5.13045], [1.43590, -7.05612, -0.99909], [2.32435, 4.77942, -4.45145], [9.14460, -0.01182, -1.51490], [-1.58686, 6.50269, -3.27746], [-3.30813, 4.95872, -1.76988], [10.98009, -0.26713, 0.11239], [2.77866, 3.85155, -6.15234], [4.19555, 4.20072, -5.17206], [-3.40726, 11.34182, 4.16681], [-8.02003, -1.10770, -9.39460], [5.59749, 0.49998, -0.51077], [-3.46964, -3.33863, 3.55677], [-2.00155, -5.32738, 4.55549], [-0.65862, -8.82308, -2.38260], [-2.06593, -6.93702, 2.93704], [-3.45696, 12.09001, 3.37571], [-1.68589, -6.87787, 1.91715], [7.75392, -0.31027, 8.00790], [-6.71594, -4.16659, -4.69554], [9.90950, 3.97003, 4.07793], [8.93307, -0.21161, -0.46446], [6.78611, 0.09558, -1.81249], [-5.55727, -2.93767, -4.52067], [-2.73274, -2.80075, 4.15323], [-1.02020, -7.90348, -4.24473], [-7.20653, -2.58123, -3.97934], [-3.38546, -7.35592, 2.96017], [1.73610, -10.36446, 0.75891], [-6.08959, 11.41784, 3.54396], [-1.97391, -0.52046, -2.37532], [-2.31142, 4.62394, -2.05724], [-0.49833, 5.85029, 4.51606], [-5.79691, -1.29358, -8.26921], [-2.41768, 8.89209, 1.33278], [-0.53261, -8.64718, -4.87502], [7.28353, -0.87739, 6.14482], [-5.41574, -2.99276, 4.44441], [-1.72821, 7.56256, 4.42728], [-0.69792, -7.21235, -2.29959], [-1.29628, 6.24518, 6.04388], [0.44254, 1.40483, 1.89677], [-0.40708, 8.05390, -2.44967], [6.33098, -1.12154, -0.65794], [-0.34398, -7.98346, -2.84751], [-3.84427, -2.64031, 2.80837], [-2.92771, -9.39893, -3.60766], [-8.26796, -2.56672, -7.99567], [-2.86764, -7.41732, -3.34305], [-1.21548, 11.39991, 4.39173], [-1.77263, 10.75627, 2.16409], [5.17619, 0.42716, 7.67386], [-0.04806, 0.44500, 1.73510], [-7.64032, 1.34456, -11.49669], [7.46931, -0.18302, 9.41022], [-6.18155, -5.12220, 5.95295], [-2.18281, 5.53489, 4.68963], [5.01942, -0.29969, 6.06064], [-4.17798, -3.84899, 5.43364], [-3.76525, -5.19611, 2.74273], [-8.54863, -0.42522, -8.00389], [-1.40877, 6.25322, 4.95973], [6.42771, -1.83695, 7.32289], [0.91897, 6.96808, -3.65076], [-3.73492, -8.53733, 2.22990], [9.70163, 0.63436, 9.06235], [-6.35839, -5.26677, 4.88715], [-6.61411, -3.08248, -4.74477], [-2.52999, 6.71779, 2.62499], [0.20565, -0.15573, 0.36495], [-8.37824, 1.33292, -9.86388], [-6.55906, -0.57516, -6.82154], [-5.73471, 10.84275, 4.39920], [-3.84473, -8.42248, 1.15154], [-2.15616, 3.85333, -1.30216], [1.23281, -0.52046, 0.36278], [8.54134, 1.68678, 10.64365], [-3.14730, -11.36192, -4.15098], [7.01855, -1.41533, 9.94967], [-1.79311, -10.49419, -4.93448], [-2.50827, -8.08698, -4.12440], [9.45721, -0.26962, 10.90626], [11.42736, 1.45396, 4.69281], [8.87236, -1.28431, -0.28080], [-0.75454, -1.02431, -2.51066], [3.17810, -9.48987, 0.25187], [1.82011, -7.99656, -1.39413], [-0.77471, 9.69257, 2.95267], [-0.71110, 8.25291, -4.24828], [-4.61222, -3.72927, 4.44106], [-0.74801, -6.90997, -4.60102], [1.56641, 7.70805, -3.88177], [-6.23697, 0.73547, -8.50131], [-2.96246, -4.58543, 2.79471], [-2.51412, 8.73515, 2.40710], [7.69316, 0.49023, -0.12010], [3.19127, 2.82021, -4.84335], [1.23697, -9.04630, -0.69826], [6.73497, 0.62211, 9.43457], [-8.71087, -3.66626, -6.25098], [-5.23770, 1.07331, -8.22667], [-1.92597, 9.88266, 4.92520], [0.82467, 5.41005, -2.11267], [-0.49499, 7.57323, -3.42400], [0.88754, 6.43123, -4.50569], [9.67955, -0.63760, 2.10798], [0.26914, -0.17427, 2.57415], [11.12913, 0.72519, 2.62260], [-8.79900, -2.00010, -5.96817], [-3.57030, 11.80191, 5.14140], [1.93727, -8.76130, 1.29761], [-4.44327, 10.37042, 4.05882], [8.54849, 3.54863, 5.01370], [-2.57472, 6.96038, -3.22494], [11.85835, -0.08316, 2.67646], [1.22859, -7.87291, -2.83723]], "mulliken_charge": [0.8059, 0.4516, 0.3562, -0.3848, -0.2409, -0.6682, 0.3181, 0.3156, 0.4472, -0.5455, -0.4810, -0.4874, 0.3370, 0.3944, -0.1662, 0.3760, 0.3923, -0.6959, -1.0410, 0.3202, 0.2984, 0.2335, -0.5145, 0.4226, -0.3546, -0.6958, -0.1906, 0.3278, 0.3311, 0.4298, 0.2541, 0.3270, 0.2644, -0.3135, 0.4210, 0.3891, 0.3465, 0.4417, -0.6994, 0.4420, 0.2751, -0.5914, 0.3883, -0.6717, -0.7601, -0.6350, 0.2462, -0.2581, -0.1902, -0.8077, 0.1964, 0.4418, -0.3079, 0.4302, -0.2718, 0.1861, -0.1598, 0.3037, -0.8986, -0.3468, -0.1886, -0.3812, 0.3399, 0.4249, -0.7756, 0.3419, -0.3389, 0.4279, -0.5205, 0.3446, 0.3640, 0.2815, 0.3390, -0.5432, 0.3908, 0.2344, -0.7265, 0.3098, 0.4248, -0.5170, 0.3437, 0.3778, -0.1732, 0.3309, 0.3240, -0.5854, 0.3053, 0.2972, 0.3555, -0.5704, 0.3274, -0.2670, 0.2847, 0.3219, -0.2521, -0.8894, 0.3203, 0.3730, 0.4426, 0.3431, 0.1457, 0.4859, -0.2512, 0.3757, 0.2726, 0.3425, 0.3441, 0.3005, -0.2000, 0.3917, -0.3317, -0.6894, 0.2782, 0.4817, 0.3931, 0.3301, -1.3685, 0.2670, -0.0198, 0.3261, 0.3246, 0.3699, 0.3405, 0.4370, 0.4241, -0.7847, 0.3381, -0.2478, -0.7606, -0.2873, -0.7949, -0.8461, 0.4251, -0.0160, 0.2767, 0.3495, -0.7686, 0.2997, 0.2979, 0.2432, -0.3046, 0.2462, -0.9141, 0.2634, -0.5629, -0.2591, 0.4914, 0.3965, 0.7370, 0.3463, -0.5040, 0.3516, 0.4238, -0.4818, 0.4276, 0.3838, -0.8381, -0.1645, -0.6170, -0.3082, 0.2782, -0.2903, 0.1294, 0.5112, 0.4385, 0.2956, 0.2614, -0.7598, 0.4096, 0.3869, 0.3304, -0.6098, 0.3505, 0.4502, 0.3032, -0.2691, 0.2318, 0.4836, 0.3756, -0.6903], "molar_mass_g_mol": 1091.4, "total_energy_ha": -3870.9910, "total_charge": 4, "e_lumo_ev": -6.92}